Entry from the Open Molecules 2025 dataset: 2 unconnected molecules or ions with the total composition C6H9BO3 at a distorted geometry (ωB97M-V with the def2-TZVPD basis set).

Results
- ΔE to the lowest compared entry with this formula, charge and spin (kJ/mol) = 379.50
- calculated total energy (eV) = -13184.309

Geometry as XYZ:
```
19
Properties=species:S:1:pos:R:3:nbo_charge:R:1
B -0.03 -1.94 0.29 1.041
C 2.46 0.96 0.70 -0.307
C 1.27 1.25 0.08 -0.399
C -1.80 0.22 0.06 -0.236
C -0.77 -0.62 0.00 -0.380
C 0.82 0.61 -1.07 0.692
C -2.09 1.47 -0.77 -0.643
O 0.89 0.46 -2.22 -0.447
O 0.93 -1.82 1.35 -0.921
O -0.24 -3.00 -0.53 -0.879
H 2.82 1.28 1.62 0.198
H 3.24 0.34 0.42 0.191
H 0.76 2.00 0.66 0.273
H -2.74 -0.04 0.69 0.184
H -2.74 2.14 -0.15 0.218
H -1.10 1.75 -1.17 0.200
H -2.77 1.31 -1.63 0.225
H 1.01 -2.49 2.01 0.493
H 0.07 -3.87 -0.32 0.497
```

***

Entry from the Open Molecules 2025 dataset: C2H2F2S in the gas phase at a distorted geometry (ωB97M-V with the def2-TZVPD basis set).

Results
- SMILES = FC(F)C=S
- ΔE to the lowest compared entry with this formula, charge and spin (kJ/mol) = 22.59
- calculated total energy (eV) = -18375.555

Geometry as XYZ:
```
7
Properties=species:S:1:pos:R:3:nbo_charge:R:1
F -0.95 1.47 -1.03 -0.353
C -0.85 0.49 -0.04 0.518
F -1.33 -0.62 -0.54 -0.305
C 0.63 0.41 0.39 -0.366
S 1.39 -0.95 0.66 0.160
H -1.43 0.86 0.85 0.141
H 1.12 1.33 0.52 0.206
```

***

Entry from the Open Molecules 2025 dataset: a gas-phase ion, C6H11N (charge +1) at a distorted geometry (ωB97M-V with the def2-TZVPD basis set).

Results
- 2S+1 = 2
- ΔE to the lowest compared entry with this formula, charge and spin (kJ/mol) = 196.83
- calculated total energy (eV) = -7880.244
- net charge = +1

Geometry as XYZ:
```
18
Properties=species:S:1:pos:R:3:mulliken_spin:R:1
C -2.07 1.12 -1.43 -0.002
N -1.21 0.04 -1.19 0.342
C -0.33 -0.10 -0.10 0.176
C 1.04 -0.20 -0.36 0.229
C 1.99 -0.26 0.78 -0.018
C 3.10 -0.95 0.60 0.198
C -0.94 -0.08 1.33 0.004
H -1.49 2.12 -1.42 0.008
H -2.47 1.15 -2.50 0.006
H -2.94 1.24 -0.71 0.029
H -1.55 -0.81 -1.66 0.000
H 1.36 -0.63 -1.35 -0.007
H 1.70 0.09 1.74 0.005
H 3.84 -1.04 1.39 0.009
H 3.35 -1.51 -0.38 0.003
H -2.05 0.21 1.33 0.000
H -0.59 0.66 2.04 -0.002
H -0.75 -1.05 1.89 0.021
```